4 unconnected molecules or ions with the total composition C71H76O8Si, computed with wB97M-V/def2-TZVPD.

Atoms and positions in Å:
C 3.88306 -5.37577 5.38374
C 4.54040 -4.18432 6.13523
C 6.08468 -4.26120 6.25456
C 6.80027 -4.87935 5.03832
C 6.44131 -4.19737 3.68300
C 7.33210 -2.93988 3.51336
C 6.57918 -1.73997 2.88285
C 5.47626 -1.27918 3.87522
C 5.28174 0.24933 3.89860
C 4.29831 0.59808 5.05104
C 3.01489 1.31555 4.50617
C 1.78216 0.92420 5.38814
C 0.70226 0.25757 4.48865
C -0.27801 1.32136 3.95944
C -1.70736 0.76101 3.70676
C -2.52883 1.88217 3.00985
C -3.92330 1.32928 2.59306
C -5.04303 1.99854 3.48726
C -5.85735 0.90331 4.24883
C -6.85807 0.28957 3.25387
C -7.61127 -0.94222 3.74171
C -8.48113 -1.50080 2.93416
C -9.20716 -2.74199 3.36306
O -9.54388 -3.51328 2.52445
C -9.42856 -2.95905 4.83065
Si -10.92075 -3.98097 5.39567
C -10.69334 -4.79997 7.07660
C -12.42068 -2.81335 5.40662
C -11.38508 -5.36380 4.18238
C -8.56621 -2.39715 5.63981
C -7.42845 -1.57526 5.08187
O -6.43361 -1.50640 5.72878
H 3.71828 -5.12377 4.33358
H 2.90095 -5.57680 5.81678
H 4.49845 -6.27520 5.39188
H 4.26830 -3.27871 5.59211
H 4.12163 -4.17378 7.14348
H 6.46251 -3.23698 6.34782
H 6.36311 -4.84895 7.13354
H 7.88709 -4.79921 5.13750
H 6.55241 -5.94216 4.95499
H 6.65236 -4.92111 2.89007
H 5.38007 -3.95633 3.62671
H 8.22362 -3.21160 2.94050
H 7.70842 -2.58206 4.47804
H 6.17035 -2.03582 1.91421
H 7.30105 -0.92062 2.80640
H 4.54339 -1.78659 3.59708
H 5.72895 -1.64544 4.87462
H 6.25675 0.71657 4.06268
H 4.88792 0.50838 2.91310
H 4.73846 1.25923 5.80398
H 4.02814 -0.32678 5.56602
H 3.22553 2.38599 4.55949
H 2.89154 1.00307 3.46918
H 1.39955 1.84897 5.82881
H 2.07767 0.27762 6.21580
H 0.20431 -0.52296 5.07358
H 1.16378 -0.21613 3.61858
H -0.38201 2.15615 4.65788
H 0.04782 1.72230 2.99397
H -2.12055 0.50725 4.68801
H -1.64446 -0.11115 3.04973
H -1.91052 2.20996 2.17026
H -2.59574 2.69077 3.74120
H -4.07186 1.52365 1.52892
H -3.93502 0.25327 2.78379
H -4.63202 2.75484 4.15546
H -5.70280 2.52725 2.78567
H -6.35740 1.32249 5.12286
H -5.12181 0.14289 4.50880
H -6.25969 -0.03747 2.39309
H -7.56848 1.02429 2.86318
H -8.65398 -1.05229 1.96185
H -10.44962 -4.08989 7.87314
H -9.90374 -5.55835 7.04713
H -11.61351 -5.33127 7.33711
H -13.34808 -3.34744 5.19201
H -12.27779 -2.11508 4.56969
H -12.48840 -2.20399 6.31106
H -10.53971 -6.03707 4.03297
H -11.63463 -4.88090 3.23330
H -12.28918 -5.87431 4.52388
H -8.65649 -2.52074 6.71194
O -4.40303 4.20010 -3.54647
C -4.76971 3.07834 -3.83250
C -4.47038 2.49607 -5.16847
C -3.74336 3.24094 -6.08958
C -3.42511 2.69659 -7.32287
C -3.83091 1.40421 -7.64117
C -4.56978 0.66364 -6.73362
C -4.89745 1.20730 -5.49735
C -5.70670 0.40705 -4.53938
O -6.12374 -0.69180 -4.84414
C -5.98888 0.98104 -3.19503
C -6.71214 0.23398 -2.27293
C -6.95074 0.74739 -1.01042
C -6.47321 2.00478 -0.65644
C -5.76267 2.75698 -1.57675
C -5.52231 2.25157 -2.84961
H -3.42341 4.24389 -5.84008
H -2.85525 3.27609 -8.03924
H -3.57055 0.97689 -8.60119
H -4.88948 -0.33925 -6.98379
H -7.08164 -0.74689 -2.54096
H -7.51150 0.16183 -0.29195
H -6.65421 2.39268 0.33870
H -5.39141 3.73660 -1.30582
O -2.35407 3.93530 -10.83915
C -2.48225 4.33596 -11.97913
C -3.65454 5.16652 -12.36486
C -4.59889 5.50233 -11.40193
C -5.67457 6.30619 -11.73947
C -5.81166 6.77985 -13.04063
C -4.88247 6.43449 -14.00770
C -3.80472 5.62282 -13.67613
C -2.82367 5.24496 -14.72944
O -2.98262 5.59693 -15.88033
C -1.64042 4.43135 -14.33854
C -0.69473 4.09844 -15.30050
C 0.42714 3.36906 -14.94392
C 0.60979 2.96907 -13.62374
C -0.33654 3.28668 -12.66408
C -1.46694 4.01389 -13.01730
H -4.49003 5.13848 -10.38878
H -6.40691 6.57012 -10.98717
H -6.64689 7.41801 -13.29952
H -4.99217 6.79861 -15.02054
H -0.83429 4.41327 -16.32610
H 1.16471 3.11383 -15.69411
H 1.49202 2.40681 -13.34541
H -0.19508 2.97239 -11.63853
O 10.41065 -1.67582 2.83045
C 11.52668 -1.38092 2.45359
C 12.33353 -2.33518 1.64602
C 11.79058 -3.56796 1.30431
C 12.51633 -4.44968 0.52129
C 13.78799 -4.10360 0.07451
C 14.34000 -2.88326 0.42610
C 13.61872 -1.99735 1.21706
C 14.23127 -0.69670 1.60214
O 15.36837 -0.42532 1.27431
C 13.41627 0.26579 2.39227
C 13.95760 1.49992 2.73103
C 13.19860 2.41708 3.43837
C 11.89430 2.10566 3.81038
C 11.35510 0.87196 3.48695
C 12.11416 -0.05423 2.78185
H 10.79969 -3.83510 1.64733
H 12.09019 -5.40792 0.25255
H 14.34886 -4.78948 -0.54754
H 15.33077 -2.61653 0.08297
H 14.97002 1.74398 2.43791
H 13.62073 3.37951 3.69821
H 11.29960 2.82768 4.35541
H 10.34194 0.62930 3.77943

energy relative to the best compared isomer or geometry (same formula, charge and spin)	0.00	kcal per mole

9 unconnected molecules or ions with the total composition C32H48NO27, computed with wB97M-V/def2-TZVPD.

Atoms and positions in Å:
N -0.88974 0.24971 0.02352
O -0.74558 -0.77431 -0.77339
O -0.28775 1.37516 -0.28956
O -1.69085 0.20286 1.00167
C 1.36685 4.03979 2.63853
C -0.02953 3.84721 3.08699
C -0.61365 2.37738 3.03684
O -0.57521 2.06179 4.38767
C -0.46651 3.07587 5.18523
O -0.52296 3.11468 6.37703
O -0.24667 4.11944 4.40593
H 1.76965 3.62608 1.63811
H 2.02832 3.54550 3.32548
H 1.67385 5.08140 2.63424
H -0.66378 4.55319 2.52407
H -0.03997 1.76653 2.38082
H -1.68125 2.47231 2.84862
C -1.93830 4.05333 -1.03840
C -2.99702 2.99351 -1.27152
C -3.82668 2.44559 -0.09724
O -5.13744 2.93391 -0.32118
C -5.16492 3.58885 -1.45675
O -6.23149 4.12487 -1.73536
O -4.01086 3.56230 -2.07192
H -1.30795 4.21852 -1.83920
H -1.18138 3.56212 -0.25927
H -2.67688 4.84048 -0.52054
H -2.51268 2.07134 -1.94851
H -3.36553 2.85837 0.85909
H -3.87818 1.39757 0.08826
C 0.43166 -2.65650 -3.84991
C 1.51788 -1.73309 -4.38847
C 2.95551 -2.00093 -3.80203
O 3.68550 -2.64708 -4.77976
C 3.01199 -2.65761 -5.95567
O 3.31534 -3.17409 -6.95459
O 1.71863 -2.19652 -5.67925
H -0.43245 -2.57048 -4.71907
H -0.04166 -2.53582 -2.94417
H 0.96378 -3.53828 -3.60343
H 1.56572 -0.58198 -4.44527
H 2.99482 -2.59196 -2.92076
H 3.39752 -0.99514 -3.70412
C 2.03759 -1.82818 4.51699
C 1.02687 -0.65293 4.74198
C -0.34038 -1.01198 4.10396
O -1.11566 -1.03789 5.31004
C -0.49196 -0.82594 6.40076
O -1.03716 -0.91242 7.46888
O 0.86393 -0.57457 6.18054
H 1.66984 -2.76685 4.82008
H 2.82290 -1.41906 5.00088
H 2.19993 -1.84174 3.53753
H 1.66031 0.21051 4.50368
H -0.30747 -2.04303 3.74182
H -0.76532 -0.33032 3.30398
C -2.15575 -3.10829 1.32420
C -1.01047 -4.23750 1.24351
C 0.42900 -3.70543 1.18831
O 0.91014 -4.09515 2.40642
C -0.03570 -4.83805 3.06433
O 0.18237 -5.44414 4.07036
O -1.02662 -4.97896 2.37857
H -3.12216 -3.59184 1.24592
H -1.75306 -2.42420 0.55291
H -1.87965 -2.37850 2.31650
H -0.97347 -4.76318 0.33483
H 0.29067 -2.64452 1.03392
H 1.05810 -4.10872 0.22038
C -4.77570 -0.30378 -3.17799
C -3.95530 -1.17918 -2.22358
C -4.74301 -1.66493 -0.94446
O -4.52261 -3.02445 -1.09319
C -3.88433 -3.29924 -2.17965
O -3.48798 -4.38554 -2.44688
O -3.62122 -2.35779 -2.86988
H -5.75059 -0.85498 -3.34929
H -4.19724 -0.21691 -4.08917
H -4.81259 0.68109 -2.62481
H -3.17012 -0.43218 -1.81499
H -5.71075 -1.47471 -0.86408
H -4.15531 -1.18514 0.09263
C 1.19392 4.24153 -3.42923
C 2.41936 3.59335 -2.73488
C 2.09143 2.12280 -2.26966
O 2.88890 1.26937 -2.99516
C 3.70603 2.06760 -3.75088
O 4.62809 1.56552 -4.49900
O 3.46749 3.32188 -3.61930
H 0.58696 4.65053 -2.81335
H 0.73104 3.78067 -4.15501
H 1.65593 5.29949 -3.60166
H 2.78966 4.06708 -1.81444
H 1.06619 1.70066 -2.31513
H 2.09602 1.98783 -1.26480
C 2.89201 0.31151 1.40727
C 3.25655 -0.82084 0.34783
C 4.61447 -0.77423 -0.36133
O 5.04328 -2.14005 -0.31509
C 4.34954 -2.80441 0.43910
O 4.65244 -3.97355 0.83906
O 3.37894 -2.11701 0.93397
H 2.30353 1.02297 0.85818
H 3.73308 0.66635 1.87071
H 2.31350 0.00593 2.20348
H 2.61460 -1.01505 -0.43605
H 5.44325 -0.22060 0.26729
H 4.49357 -0.26461 -1.29062

energy relative to the best compared isomer or geometry (same formula, charge and spin)	31.44	kcal per mole
total charge	-1

3 unconnected molecules or ions with the total composition C30H59FN3O6S2, computed with wB97M-V/def2-TZVPD.

Atoms and positions in Å:
C 0.84335 -2.51695 4.59474
C 0.14739 -1.87938 3.28622
C -0.14241 -2.94189 2.10082
N 0.54501 -2.61083 0.80155
C -0.38720 -1.97407 -0.15594
C -0.12589 -0.50929 -0.61302
C 1.10512 0.40425 -0.17623
C 0.94197 1.09575 1.27105
F 2.40240 -0.27508 -0.32558
C -1.14649 0.10596 -1.62258
C -2.33217 -0.76347 -2.09476
N -2.51824 -2.13209 -1.63015
C -1.62264 -2.78969 -0.69358
C -1.91428 -4.30471 -0.29599
C -3.11594 -4.51363 0.74901
C -4.46015 -3.70292 0.40785
S -5.63295 -4.03375 1.84850
C -6.61604 -2.46203 2.11498
S -7.88290 -2.54366 3.19516
N -6.19458 -1.30185 1.31841
C -6.80506 -1.26360 -0.04551
C -8.26992 -1.90846 -0.16873
C -6.29598 -0.00886 2.05573
C -4.97087 0.12563 2.97808
H 1.26163 -3.54790 4.34562
H 0.06363 -2.58886 5.43352
H 1.66247 -1.77115 4.92372
H -0.86620 -1.44523 3.63926
H 0.81399 -1.02822 2.92155
H -1.28088 -2.98955 1.98244
H 0.22413 -3.96850 2.45165
H 1.31372 -1.96496 1.04573
H 1.14933 1.27467 -0.93662
H 1.81287 0.69492 1.92006
H 1.12555 2.21906 1.17099
H -0.02115 0.82156 1.81593
H -1.02229 1.17273 -2.03267
H -3.06574 -0.26783 -2.83231
H -3.35072 -2.60967 -2.03089
H -0.95710 -4.75766 0.14236
H -2.17016 -4.88916 -1.24357
H -3.39515 -5.63698 0.70172
H -2.85309 -4.30450 1.83892
H -4.98876 -4.16908 -0.51134
H -4.23463 -2.59204 0.27725
H -6.11877 -1.85961 -0.76643
H -6.85279 -0.20317 -0.47845
H -8.59813 -1.78350 -1.27067
H -8.29354 -3.05051 0.01448
H -8.97689 -1.34010 0.52346
H -7.27215 0.15549 2.62309
H -6.22220 0.85968 1.29392
H -4.67347 1.23735 3.04463
H -4.08972 -0.38504 2.42505
H -5.06599 -0.37370 3.99841
C 4.32127 2.64321 1.61194
O 3.97170 3.22838 2.85192
C 4.15905 2.36063 3.96311
C 4.84831 3.07628 5.12598
O 6.20981 3.44124 4.90361
C 6.46994 4.45247 3.92980
C 5.96588 5.85148 4.27975
O 4.54463 5.91140 4.24477
C 3.97745 6.60660 5.34066
H 3.49196 2.03114 1.24202
H 4.50707 3.44873 0.89768
H 5.23118 2.04069 1.68414
H 4.73964 1.47134 3.68962
H 3.16516 2.03441 4.29109
H 4.86808 2.38072 5.97070
H 4.26910 3.93480 5.46677
H 6.12450 4.13713 2.94459
H 7.56101 4.50822 3.85519
H 6.33801 6.56343 3.53508
H 6.35683 6.14483 5.26074
H 4.48194 6.36313 6.27981
H 2.93306 6.30533 5.43004
H 4.02040 7.68552 5.16108
C -0.25406 1.09904 -8.22033
O 0.06004 0.29621 -7.09608
C 0.12616 -1.09303 -7.39061
C 1.35669 -1.74458 -6.75711
O 2.61434 -1.34757 -7.30330
C 3.03216 0.00027 -7.08716
C 3.34442 0.37077 -5.63846
O 2.16029 0.40731 -4.84873
C 2.29794 -0.21692 -3.58699
H -1.33749 1.10725 -8.38244
H 0.07602 2.11887 -8.00999
H 0.25945 0.75794 -9.12362
H 0.13389 -1.27848 -8.47097
H -0.77314 -1.55687 -6.96925
H 1.28676 -2.82099 -6.94205
H 1.35439 -1.63274 -5.67214
H 2.32609 0.69963 -7.53603
H 3.95950 0.11062 -7.65884
H 3.78221 1.37434 -5.61119
H 4.07776 -0.33499 -5.23169
H 2.86831 -1.14719 -3.65693
H 1.30125 -0.46110 -3.21497
H 2.78165 0.46719 -2.88207

calculated total energy	-2689.8101	Ha
total charge	+1

C4H9N in the gas phase, computed with wB97M-V/def2-TZVPD.

Atoms and positions in Å:
C -2.57633 0.58437 0.49564
C -1.34174 0.82329 0.04305
N -0.32315 -0.09827 -0.00464
C 1.07120 0.22689 -0.02064
C 1.92808 -0.98794 -0.40373
H -3.29091 1.37186 0.38734
H -2.78543 -0.37988 0.92191
H -1.10559 1.80439 -0.36009
H -0.63896 -1.03409 0.17879
H 1.42546 0.62194 0.93751
H 1.22490 1.01713 -0.75016
H 2.46659 -1.36749 0.46811
H 2.64511 -0.75548 -1.18149
H 1.30077 -1.82672 -0.71160

energy relative to the best compared isomer or geometry (same formula, charge and spin)	16.86	kcal per mole

A molecular structure, C5H10MgO3Sn, computed with wB97M-V/def2-TZVPD.

Atoms and positions in Å:
O -0.83580 1.17642 -0.96174
C 0.19061 0.81296 -1.84479
C 1.56037 1.19476 -1.30553
O 1.62415 0.77420 0.06023
C 2.56590 -0.21526 0.43235
Sn -0.11778 1.11245 0.96101
H 0.05606 1.27492 -2.83643
H 0.16583 -0.28436 -1.95672
H 1.70664 2.28385 -1.32511
H 2.37132 0.73397 -1.88573
H 2.51279 -0.28015 1.52539
H 2.28906 -1.18233 -0.01142
H 3.54805 0.08563 0.04161
C -2.22415 0.73025 1.15036
C -1.87022 -0.16815 0.03228
O -1.03053 -1.09682 0.48049
Mg -0.28958 -2.91401 0.15078
H -2.44574 0.20270 2.08869
H -2.85795 1.57709 0.85618
H -2.52426 -0.49192 -0.79444

energy relative to the best compared isomer or geometry (same formula, charge and spin)	51.36	kcal per mole

2 unconnected molecules or ions with the total composition C2H6INO3P, computed with wB97M-V/def2-TZVPD.

Atoms and positions in Å:
C -2.19864 -0.00878 -0.84574
C 1.08572 -0.32439 -1.49620
N 0.37329 0.71527 -1.64597
O 2.39553 0.50284 0.58560
O 3.54750 1.00858 -1.54121
O 3.54439 -1.51412 -0.79416
P 2.94092 -0.17344 -0.91064
I -4.03575 -0.33459 0.20956
H -2.28959 1.03842 -0.82797
H -2.62970 -0.06284 -1.96683
H 0.82062 -1.32625 -1.72936
H 1.86917 -0.17336 1.09995
H -1.12385 -0.27835 -0.46786
H 0.75655 1.61752 -1.66632

energy relative to the best compared isomer or geometry (same formula, charge and spin)	0.00	kcal per mole
total charge	-1

A molecular structure, C13H10N3O2S4SbSn, computed with wB97M-V/def2-TZVPD.

Atoms and positions in Å:
Sn -0.82625 -1.36737 0.56448
O 1.46480 3.65981 -0.49611
C 0.14804 3.89999 -0.36877
C -0.25324 5.23574 -0.40597
C -1.58439 5.56664 -0.27035
C -2.55489 4.58120 -0.09126
C -2.16620 3.26194 -0.04663
C -0.82096 2.89721 -0.18464
C -0.48896 1.47179 -0.11563
O -1.41005 0.63639 0.15096
N 0.77691 1.09610 -0.37072
N 0.89606 -0.24697 -0.26768
C 1.97420 -0.84353 -0.59029
C 1.97145 -2.30185 -0.48279
C 3.03342 -3.07291 -0.91396
C 2.92386 -4.45603 -0.82860
C 1.76347 -5.00771 -0.31788
C 0.74452 -4.16677 0.10652
N 0.85394 -2.84263 0.03090
H 1.60217 2.69013 -0.48267
H 0.50857 5.99172 -0.54075
H -1.87508 6.60921 -0.30069
H -3.59707 4.84813 0.01450
H -2.89161 2.47400 0.10525
H 2.83860 -0.29679 -0.94948
H 3.92030 -2.59593 -1.30787
H 3.73652 -5.08823 -1.16021
H 1.63422 -6.07679 -0.23130
H -0.17762 -4.53529 0.55090
S -1.92656 -4.49582 2.37622
Sb -2.77127 -2.57255 3.20487
S -2.75447 -2.28964 -0.40400
S -0.78255 -1.06339 2.87199
S -3.90986 -1.59981 1.15166

calculated total energy	-2863.5494	Ha

A molecular structure, C2H8BrCuN4O2, computed with wB97M-V/def2-TZVPD.

Atoms and positions in Å:
Cu 21.38350 22.87372 23.88660
Br 20.76960 22.16856 22.16924
C 18.02542 20.48919 21.60359
O 16.99883 19.91250 21.29764
N 18.52758 20.74116 22.76448
N 18.74372 21.14898 20.70104
H 19.41897 21.21154 22.82981
H 18.17399 20.37587 23.63719
H 19.52462 21.73608 20.95716
H 18.24461 21.22836 19.82656
C 23.42204 23.25848 21.06150
O 23.76930 23.10918 22.22187
N 24.22542 23.52114 20.10962
N 22.19102 23.04694 20.64299
H 23.79517 23.77390 19.23150
H 25.18218 23.69477 20.38268
H 21.44302 22.70625 21.22995
H 22.01319 23.28648 19.67806

spin multiplicity	2
energy relative to the best compared isomer or geometry (same formula, charge and spin)	207.52	kcal per mole
total charge	+1

2 unconnected molecules or ions with the total composition C6H10ClN2, computed with wB97M-V/def2-TZVPD.

Atoms and positions in Å:
C 3.24841 -1.16241 0.41933
C 1.92873 -1.36850 0.17239
C 3.33874 1.07773 0.74582
C 4.01876 0.07179 0.21172
C 1.24408 -0.20006 -0.44430
C 0.11507 0.36528 -0.08760
N -1.03070 0.75003 0.31610
N -3.47310 -0.37493 -0.61556
Cl 5.54993 0.13716 -0.48859
H 3.81589 -1.83380 1.04131
H 1.34543 -2.14834 0.65444
H 3.63724 2.10672 0.56128
H 2.44467 1.03626 1.44944
H 1.73394 0.20294 -1.28611
H -1.98123 0.22191 0.07251
H -1.25013 1.50933 0.94248
H -4.29719 0.19363 -0.44148
H -3.47273 -0.91477 0.26877
H -3.78190 -1.00980 -1.36083

energy relative to the best compared isomer or geometry (same formula, charge and spin)	85.39	kcal per mole
total charge	+1

Max |F| readings, ordered: 0.0427 0.1897 0.0807 0.0188 0.1177 0.0818 0.0116 0.2152 0.0532 Eh/bohr